Entry 1:
Density functional theory data (the ωB97M-V functional and the def2-TZVPD basis) for an isolated molecule of CH4S4.

Summary:
SMILES: SSCSS
Charge: 0
LUMO energy (eV): 0.1885
Relative energy (zero: lowest compared OMol25 entry of this formula, charge and spin) (kcal per mole): 0.00

The geometry in XYZ format:
```
9
Properties=species:S:1:pos:R:3:lowdin_charge:R:1
S -1.19443 1.89407 1.37363 0.296
S -1.32937 -0.07286 0.58038 0.337
C 0.44851 -0.53323 0.82705 -0.872
S 1.38269 0.00047 -0.66488 0.308
S 1.08976 -1.31276 -2.16538 0.310
H -1.34027 2.52590 0.11917 -0.148
H 0.45489 -1.62675 0.83069 0.030
H 0.63247 0.12175 1.61077 -0.050
H -0.14424 -0.99659 -2.51143 -0.212
```

---

Entry 2:
Density functional theory data (the ωB97M-V functional and the def2-TZVPD basis) for a structure of composition CH5BF3INbO4S.

Summary:
Charge: -1
LUMO energy (eV): 2.0186

The geometry in XYZ format:
```
17
Properties=species:S:1:pos:R:3:lowdin_charge:R:1
O -2.12752 -1.79316 1.45257 -0.427
S -0.72031 -1.41084 1.38620 0.508
O 0.27471 -2.46653 1.60943 -0.450
Nb -0.15747 -0.48691 -0.96519 0.668
I 0.57351 -2.66195 -2.50235 -0.026
B 0.64660 1.30036 -2.23755 -0.834
O 1.86126 1.12210 -2.86660 0.036
O -0.06138 2.46876 -2.42414 0.042
C -0.44031 -0.27910 2.89247 -0.698
F -1.60005 0.10210 3.45672 0.096
F 0.21762 0.83051 2.51617 0.069
F 0.28820 -0.88702 3.83537 0.105
H -1.75666 -0.41856 -1.87476 -0.101
H -0.77256 1.01356 -0.19653 -0.071
H 1.54392 -0.08510 -0.32961 -0.056
H 2.50136 0.81056 -2.20192 0.065
H -0.27093 2.84122 -1.55028 0.075
```

---

Entry 3:
Density functional theory data (the ωB97M-V functional and the def2-TZVPD basis) for a structure of composition CH5BO3.

Summary:
Charge: 0
LUMO energy (eV): 0.4221
Relative energy (zero: lowest compared OMol25 entry of this formula, charge and spin) (kcal per mole): 59.35

The geometry in XYZ format:
```
10
Properties=species:S:1:pos:R:3:lowdin_charge:R:1
B 0.32741 0.33679 -0.68508 -0.445
C -0.12622 -0.66103 1.56033 -0.019
O 1.59572 0.76454 -0.95204 0.235
O -0.88527 0.63067 -2.20896 -0.174
O -0.40599 -0.23102 0.20775 0.079
H 0.18688 -1.72055 1.57309 0.092
H -1.19553 -0.59516 2.10559 0.144
H 0.68657 -0.09578 2.03328 0.093
H 1.51315 1.31752 -1.65753 0.055
H -1.69671 0.25402 -1.97643 -0.062
```

---

Entry 4:
Density functional theory data (the ωB97M-V functional and the def2-TZVPD basis) for an isolated molecule of CH5BS.

Summary:
SMILES: CBS
Charge: 0
LUMO energy (eV): 0.6091
Relative energy (zero: lowest compared OMol25 entry of this formula, charge and spin) (kcal per mole): 5.38

The geometry in XYZ format:
```
8
Properties=species:S:1:pos:R:3:lowdin_charge:R:1
C 0.97071 -0.56959 -0.11557 -0.150
B -0.14255 0.41488 0.14928 -0.723
S -1.77109 -0.14575 -0.13885 0.794
H 1.52175 -0.42431 -1.04437 0.075
H 0.35362 -1.43771 -0.24741 0.025
H 1.56103 -0.55555 0.76914 0.056
H -0.07968 1.74959 0.39826 0.067
H -2.41380 0.96842 0.22953 -0.144
```

---

Entry 5:
Density functional theory data (the ωB97M-V functional and the def2-TZVPD basis) for the ion CH5BrN with charge +1.

Summary:
SMILES: [NH3+]CBr
Charge: +1
LUMO energy (eV): -4.2384
Relative energy (zero: lowest compared OMol25 entry of this formula, charge and spin) (kcal per mole): 5.26

The geometry in XYZ format:
```
8
Properties=species:S:1:pos:R:3:lowdin_charge:R:1
N -0.72656 0.17769 -0.20179 0.106
C 0.70609 -0.33379 0.03250 -0.642
Br 1.25968 -0.12175 1.79193 0.815
H -0.81840 0.74769 -1.04316 0.168
H -1.49030 -0.42505 0.07149 0.165
H -0.81902 1.06127 0.35291 0.159
H 0.51474 -1.37995 -0.26704 0.090
H 1.37377 0.27389 -0.73684 0.140
```

---

Entry 6:
Density functional theory data (the ωB97M-V functional and the def2-TZVPD basis) for a cluster of 2 separate species, CH5BrN2 in total.

Summary:
Charge: 0
LUMO energy (spin up / spin down) (eV): -2.6899 / -2.6895
Relative energy (zero: lowest compared OMol25 entry of this formula, charge and spin) (kcal per mole): 23.46

The geometry in XYZ format:
```
9
Properties=species:S:1:pos:R:3:lowdin_charge:R:1
C -0.03958 0.25970 -1.22424 -0.105
N 0.84095 -0.38019 0.77786 0.164
N 1.05076 0.02998 -0.45234 0.024
Br -2.13487 0.08597 2.37435 -0.477
H 0.11189 -0.28200 -2.15127 0.108
H -0.94600 -0.14915 -0.59821 0.102
H -0.34568 1.25143 -1.33213 0.096
H 1.66911 -0.40853 1.38272 0.146
H -0.20656 -0.40721 1.22326 -0.057
```

---

Entry 7:
Density functional theory data (the ωB97M-V functional and the def2-TZVPD basis) for the ion CH5BrN3 with charge +1.

Summary:
SMILES: NC(N)=[NH+]Br
Charge: +1
LUMO energy (eV): -4.2563
Relative energy (zero: lowest compared OMol25 entry of this formula, charge and spin) (kcal per mole): 38.29

The geometry in XYZ format:
```
10
Properties=species:S:1:pos:R:3:lowdin_charge:R:1
N 0.81958 -0.10219 -1.23972 0.221
C 0.00265 0.00385 -0.28500 -0.304
N -1.28779 0.26592 -0.26255 0.185
N 0.60293 -0.54533 1.32467 -0.411
Br -0.46447 0.03451 2.73806 0.725
H 0.67840 0.04213 -2.20672 0.139
H 1.76819 -0.53262 -1.15563 0.182
H -1.84038 0.51048 -1.10837 0.171
H -1.79892 0.39602 0.57395 0.041
H 1.51980 -0.07277 1.62131 0.051
```

---

Entry 8:
Density functional theory data (the ωB97M-V functional and the def2-TZVPD basis) for a structure of composition CH5BrP2.

Summary:
Charge: 0
LUMO energy (eV): 0.1112
Relative energy (zero: lowest compared OMol25 entry of this formula, charge and spin) (kcal per mole): 77.73

The geometry in XYZ format:
```
9
Properties=species:S:1:pos:R:3:lowdin_charge:R:1
C 0.09228 -0.05079 0.31732 -1.476
P 0.87982 1.37055 -0.48043 0.632
P -1.70931 -0.19983 -0.00935 0.706
Br 0.39865 0.12339 2.25196 0.465
H 1.14891 -1.18345 0.21991 0.147
H 2.23124 1.04694 0.08072 -0.063
H 0.67110 0.87548 -1.72723 -0.140
H -1.89378 -0.63831 -1.30038 -0.125
H -1.81891 -1.34398 0.64747 -0.146
```

---

Entry 9:
Density functional theory data (the ωB97M-V functional and the def2-TZVPD basis) for a cluster of 2 separate species, CH5Cl2N2OP in total.

Summary:
Charge: 0
LUMO energy (spin up / spin down) (eV): -0.2692 / -0.3155
Relative energy (zero: lowest compared OMol25 entry of this formula, charge and spin) (kcal per mole): 129.38

The geometry in XYZ format:
```
12
Properties=species:S:1:pos:R:3:lowdin_charge:R:1
C -1.52153 -0.07826 0.24573 -1.393
N 1.56414 -0.83115 -0.39098 -0.068
N 0.08426 1.82111 -0.11942 -0.263
O 2.08709 -2.22454 -0.16208 -0.164
P -0.47275 0.59361 -1.06098 0.793
Cl -1.95617 -1.76343 -0.04238 0.513
Cl -3.01782 0.98533 0.37048 0.439
H -1.11936 0.05186 1.30608 0.043
H 1.95021 -0.52306 -1.20131 -0.072
H 2.01584 -2.36537 0.80504 0.070
H -0.42407 1.99462 0.80981 0.081
H 0.81015 2.33927 -0.55999 0.021
```

---

Entry 10:
Density functional theory data (the ωB97M-V functional and the def2-TZVPD basis) for a cluster of 2 separate species, CH5Cl2NP in total.

Summary:
Charge: +1
LUMO energy (eV): -6.2530
Relative energy (zero: lowest compared OMol25 entry of this formula, charge and spin) (kcal per mole): 25.10

The geometry in XYZ format:
```
10
Properties=species:S:1:pos:R:3:lowdin_charge:R:1
C 0.89794 -0.01435 -0.49728 -0.214
N -1.26750 -0.93284 -0.26315 0.111
P 1.35192 1.27653 0.52883 0.112
Cl 0.14819 2.84330 0.38270 0.335
Cl 1.46877 0.75577 2.43519 0.336
H 0.68171 0.22722 -1.52768 0.051
H 1.38902 -0.96549 -0.35373 0.052
H -1.95742 -0.19989 -0.36250 0.071
H -1.37811 -1.62542 -0.99139 0.074
H -1.33452 -1.36482 0.64900 0.072
```

---

Entry 11:
Density functional theory data (the ωB97M-V functional and the def2-TZVPD basis) for a cluster of 2 separate species, CH5Cl2PSi in total.

Summary:
SMILES: [H]/P=[Si](\C)Cl.Cl
Charge: 0
LUMO energy (eV): 0.0583
Relative energy (zero: lowest compared OMol25 entry of this formula, charge and spin) (kcal per mole): 61.10

The geometry in XYZ format:
```
10
Properties=species:S:1:pos:R:3:lowdin_charge:R:1
H -0.49902 2.35682 0.86440 -0.241
P -1.58591 1.47627 1.20830 0.357
Si -0.52161 -0.26044 0.59368 -0.181
C 1.39145 -0.50542 0.26990 -0.302
Cl -1.44350 -2.01109 0.53499 0.260
H 1.82895 -0.62473 1.27293 0.007
H 1.51366 -1.43790 -0.41874 0.040
H 1.70109 0.46128 -0.34316 0.056
Cl -3.95489 -0.02767 -0.66314 0.211
H -3.75113 0.31105 -1.90367 -0.206
```

---

Entry 12:
Density functional theory data (the ωB97M-V functional and the def2-TZVPD basis) for a structure of composition CH5ClN2O.

Summary:
Charge: 0
LUMO energy (eV): 0.2509
Relative energy (zero: lowest compared OMol25 entry of this formula, charge and spin) (kcal per mole): 45.30

The geometry in XYZ format:
```
10
Properties=species:S:1:pos:R:3:lowdin_charge:R:1
C 0.63635 0.49831 -0.20743 -0.415
N 0.07775 -0.60691 0.51425 -0.004
N -1.64996 -1.00070 -0.03835 -0.424
O 1.92750 0.68868 0.30192 -0.047
Cl -2.56225 0.44069 0.02931 0.496
H 0.67108 0.23563 -1.28038 0.119
H 0.11440 1.45741 -0.07712 0.099
H -0.13744 -0.35407 1.47319 0.073
H -1.44443 -1.18582 -1.02260 0.012
H 2.36701 -0.17321 0.30721 0.092
```

---

no.,strongest force on any atom (eV/Å)
1,4.22
2,2.59
3,5.66
4,4.47
5,4.18
6,7.06
7,6.66
8,5.06
9,5.66
10,1.27
11,2.66
12,4.16